(1)
Density functional theory data (wB97M-V/def2-TZVPD) for a 2-piece molecular cluster, C5H15NOS overall at a distorted geometry.

Results
ΔE to the lowest compared entry with this formula, charge and spin   273.6 kJ/mol
Spin multiplicity   1
Net charge   0
E_HOMO   -0.3245 Eh
Orbital gap   0.3506 Ha
Structure (SMILES)   CCNCCCS.O
E_LUMO   0.710 eV

XYZ file:
```
23
Properties=species:S:1:pos:R:3:mulliken_charge:R:1
C 1.1597 -0.1848 -0.4469 -0.5478
C 2.5843 -0.3080 0.0142 -0.9269
S 3.1985 0.5507 1.5676 -0.2119
C -0.0338 -0.4993 0.3669 0.3881
N -1.0739 0.6018 0.3232 -0.4120
C -1.9965 0.4556 -0.7925 -0.5544
C -1.6320 0.4697 -2.1864 -1.0479
H 1.1392 -1.0124 -1.2842 0.1871
H 1.0185 0.7387 -0.9439 0.3764
H 2.8635 -1.3227 -0.0416 0.4102
H 3.2072 0.2806 -0.7843 0.3135
H 3.3198 1.7319 1.0264 0.1091
H -0.3360 -1.4664 -0.0525 0.3626
H 0.2376 -0.4884 1.4324 -0.3156
H -0.7762 1.5797 0.2045 0.2674
H -2.7720 -0.3325 -0.3121 0.3652
H -2.7796 1.3026 -0.6115 0.3383
H -1.4760 1.4804 -2.6257 0.2921
H -0.6660 0.0474 -2.5167 0.2733
H -2.2845 -0.1954 -2.7115 0.3267
H -1.6364 -0.8134 3.5960 0.3146
H -0.2081 -1.0595 3.3290 0.3369
O -1.0572 -1.5565 3.4497 -0.6452
```

***

(2)
Density functional theory data (wB97M-V/def2-TZVPD) for C5H15NSi in the gas phase at a distorted geometry.

Results
ΔE to the lowest compared entry with this formula, charge and spin   0.0 kJ/mol
Spin multiplicity   1
Net charge   0
E_HOMO   -0.3249 Eh
Orbital gap   0.3579 Ha
Structure (SMILES)   CC(C)[Si](C)(C)N
E_LUMO   0.897 eV

XYZ file:
```
22
Properties=species:S:1:pos:R:3:mulliken_charge:R:1
C 2.0203 -0.6745 -0.5669 -1.5567
C 0.2109 -2.1768 0.5601 -1.7187
C -0.1169 2.1092 1.1834 -1.2042
C -0.6306 0.7575 -1.7859 -0.9452
C 0.7964 -0.7900 0.4234 0.7075
N -2.2452 0.1636 0.6732 -0.5101
Si -0.5734 0.6071 0.1117 0.4788
H 1.6087 -0.6916 -1.6015 0.3114
H 2.5920 0.1134 -0.3060 0.4036
H 2.6643 -1.5493 -0.5753 0.4010
H -0.3905 -2.3909 -0.3773 0.2910
H -0.4984 -2.2153 1.2903 0.4530
H 0.8657 -2.9679 0.5583 0.4688
H -0.9748 2.5577 1.5161 0.3782
H 0.5388 1.8270 1.9723 0.3528
H 0.5028 2.8842 0.6739 0.3280
H -1.3877 1.6794 -1.9361 0.2282
H 0.4609 0.9922 -2.1724 0.2573
H -1.0712 -0.0595 -2.3402 0.3409
H 1.2202 -0.4317 1.4139 0.1761
H -2.7266 -0.5530 0.1706 0.1830
H -2.8657 0.8093 1.1142 0.1752
```

***

(3)
Density functional theory data (wB97M-V/def2-TZVPD) for C5H16ClN4 as an isolated structure at a distorted geometry.

Results
ΔE to the lowest compared entry with this formula, charge and spin   0.0 kJ/mol
Spin multiplicity   1
Net charge   +1
E_HOMO   -0.4639 Eh
Orbital gap   0.3608 Ha
E_LUMO   -2.808 eV

XYZ file:
```
26
Properties=species:S:1:pos:R:3:mulliken_charge:R:1
C -1.8950 -0.8453 1.3313 -0.9515
C 4.2593 1.3633 2.9899 -0.5983
C -1.7453 -1.4884 -2.6375 -0.9983
C -2.2837 0.9713 -2.1901 -0.7889
C 2.5592 0.7799 1.3423 0.2168
N 1.7164 0.0915 1.0322 -0.4324
N -0.8043 -1.0838 0.3758 -0.3660
N 3.4854 1.5537 1.7770 -0.1607
N -1.3419 -0.2316 -2.0081 -0.2332
Cl 4.4204 2.4663 0.6356 -0.0284
H -2.7962 -0.5061 0.9149 0.3354
H -2.1251 -1.7450 1.7955 0.3858
H -1.5394 -0.1617 2.1436 0.2845
H 4.8527 2.3467 2.8510 0.2763
H 3.8067 1.3247 4.0060 0.3048
H 4.8499 0.3819 2.9427 0.2606
H -1.0126 -2.2182 -2.4077 0.3998
H -2.7312 -1.8741 -2.2897 0.3764
H -1.9454 -1.5474 -3.7349 0.3563
H -2.7985 0.9084 -3.1443 0.3242
H -3.0487 1.1217 -1.4271 0.2603
H -1.5298 1.7525 -2.1554 0.3460
H 0.0412 -0.8211 0.8410 0.3006
H -0.4223 0.0779 -2.4078 0.3484
H -0.7830 -2.0567 0.2401 0.3319
H -1.1889 -0.5603 -0.8163 0.4497
```

***

(4)
Density functional theory data (wB97M-V/def2-TZVPD) for C5H16IrN3S as an isolated structure at a distorted geometry.

Results
Expectation value of S²   8.7643
Spin multiplicity   6
Net charge   +1
E_HOMO (alpha / beta)   -0.2981 / -0.4678 Eh
Orbital gap (alpha / beta)   0.1625 / 0.2292 Ha
E_LUMO (alpha / beta)   -3.690 / -6.493 eV

XYZ file:
```
26
Properties=species:S:1:pos:R:3:lowdin_spin:R:1
C -1.1372 2.9648 -3.1833 0.1541
Ir -1.1371 1.9740 -0.7196 2.5301
N -1.2201 1.4352 1.2932 0.2012
H -2.7472 2.0332 -0.6409 0.2415
H -1.5824 0.4891 1.5018 0.0119
H -1.1455 3.1873 -2.0707 0.0803
H -1.9708 3.5059 -3.6488 0.0076
H -1.2003 1.9275 -3.4489 0.0100
H -0.1755 3.3390 -3.6391 0.0076
H -0.2907 1.4761 1.7280 0.0210
H -1.8276 2.0707 1.8220 0.0171
S -0.2797 0.2439 -1.6370 0.7736
C 0.4258 -0.8536 -0.4522 0.4884
N 1.6822 -0.6967 -0.0476 0.1895
C 2.3074 -1.3964 1.0846 0.0218
C 1.4804 -2.6172 1.4373 0.0054
C 0.0124 -2.2468 1.4894 0.0317
N -0.3436 -1.8236 0.1140 0.1606
H 2.1368 0.1186 -0.4852 0.0153
H 2.3752 -0.7247 1.9496 0.0097
H 3.3221 -1.6440 0.7636 0.0031
H 1.8115 -3.0728 2.3814 0.0004
H 1.6218 -3.3668 0.6537 0.0010
H -0.1686 -1.4464 2.2265 0.0092
H -0.6491 -3.0826 1.7240 0.0004
H -1.3004 -1.7935 -0.1959 0.0074
```

***

(5)
Density functional theory data (wB97M-V/def2-TZVPD) for a 2-piece molecular cluster, C5H16N overall.

Results
ΔE to the lowest compared entry with this formula, charge and spin   13.2 kJ/mol
Spin multiplicity   1
Net charge   +1
E_HOMO   -0.5535 Eh
Orbital gap   0.4207 Ha
E_LUMO   -3.614 eV

XYZ file:
```
22
Properties=species:S:1:pos:R:3:mulliken_charge:R:1
C 0.5215 2.9646 0.5330 -0.8129
N 0.1647 1.8767 -0.4348 -0.1521
H 0.2503 3.9290 0.1103 0.3726
H -0.0474 2.8436 1.4487 0.3524
H 1.5895 2.9274 0.7170 0.3170
H 0.9143 1.7383 -1.1129 0.3954
H -0.6919 2.0698 -0.9532 0.3817
H 0.0631 0.9727 0.0442 -0.0464
C 1.4116 -0.9281 -1.0121 -1.2782
C 0.5327 -1.3106 0.1745 -0.7480
C -0.9056 -1.6643 -0.2300 -0.1938
C -1.8523 -1.6657 0.9679 -1.1971
H 1.7168 -1.8279 -1.5465 0.3856
H 2.3325 -0.4193 -0.7170 0.3662
H 0.9153 -0.3058 -1.7623 0.3233
H 0.5138 -0.4847 0.9116 0.4831
H 0.9481 -2.1355 0.7526 0.4166
H -0.8828 -2.6435 -0.7100 0.3673
H -1.2538 -0.9704 -1.0031 0.2964
H -1.5128 -2.3782 1.7183 0.3195
H -2.8688 -1.9105 0.6675 0.3568
H -1.8589 -0.6774 1.4363 0.2943
```

***

(6)
Density functional theory data (wB97M-V/def2-TZVPD) for a 2-piece molecular cluster, C5H16N2O overall at a distorted geometry.

Results
ΔE to the lowest compared entry with this formula, charge and spin   81.3 kJ/mol
Spin multiplicity   1
Net charge   0
E_HOMO   -0.3187 Eh
Orbital gap   0.3514 Ha
Structure (SMILES)   CC(C)O.NCCN
E_LUMO   0.890 eV

XYZ file:
```
24
Properties=species:S:1:pos:R:3:mulliken_charge:R:1
C -0.0887 0.5244 1.6114 0.9173
C 0.3863 0.2555 3.0338 -1.4783
C -1.3336 1.4120 1.5903 -1.3188
O -0.3456 -0.7233 0.9987 -0.6095
H -0.7036 -0.5520 0.1022 0.3291
H 0.7193 1.0432 1.0656 0.0609
H 0.6437 1.1865 3.5340 0.3885
H -1.6464 1.5988 0.5638 0.3181
H -0.3995 -0.2459 3.5955 0.3418
H 1.2614 -0.3901 3.0143 0.3548
H -1.1293 2.3673 2.0700 0.3927
H -2.1477 0.9188 2.1187 0.3160
C 1.4630 -0.3618 -1.7525 -0.5111
C 0.0325 0.0345 -2.5218 -0.6312
N 1.5587 -1.6949 -1.2737 -0.5538
N -1.0794 -0.4613 -1.7162 -0.5860
H 1.3684 -2.3910 -1.9885 0.2327
H -1.1325 -1.4722 -1.7845 0.2171
H -1.9648 -0.0907 -2.0457 0.1961
H 0.9968 -1.8526 -0.4476 0.3328
H 1.5725 0.3351 -0.9198 0.2027
H 1.9668 -0.1935 -2.7301 0.3576
H -0.0195 1.1221 -2.5724 0.3407
H 0.0213 -0.3690 -3.5453 0.3896
```

***

(7)
Density functional theory data (wB97M-V/def2-TZVPD) for C5H16N2O as an isolated structure at a distorted geometry.

Results
ΔE to the lowest compared entry with this formula, charge and spin   580.2 kJ/mol
Spin multiplicity   1
Net charge   0
E_HOMO   -0.3061 Eh
Orbital gap   0.3340 Ha
E_LUMO   0.760 eV

XYZ file:
```
24
Properties=species:S:1:pos:R:3:mulliken_charge:R:1
C -3.3853 -1.3431 0.0818 -1.0258
C -2.4250 -0.6068 1.0149 -0.4055
N -0.7990 -0.3846 0.1346 -0.6682
C 0.0929 0.3676 0.9936 -0.3876
C 1.4645 0.6130 0.2092 -0.5727
N 2.2449 -0.6015 -0.1153 -0.3678
C 3.6197 -0.3879 -0.6500 -0.7832
H -3.1168 -2.3593 -0.4478 0.2786
H -4.2862 -1.4905 0.6426 0.3646
H -3.6884 -0.5624 -0.5679 0.3064
H -2.5335 0.3853 0.6901 0.2718
H -2.5458 -0.7532 2.1472 0.4332
H -1.3332 -1.0753 0.8553 0.1857
H -0.2466 1.3727 1.3465 0.2880
H 0.3653 -0.1258 1.9781 0.4269
H 2.1745 1.4656 0.6283 0.2916
H 1.1353 0.9802 -0.7666 0.2829
H 2.3421 -1.2023 0.7844 0.2270
H 4.2830 0.3162 -0.0255 0.2641
H 3.5084 0.0952 -1.6608 0.2651
H 4.1416 -1.3656 -0.7429 0.3013
H -0.8425 1.0478 -1.2726 0.4167
H -1.3432 2.4798 -1.2926 0.2957
O -0.5421 1.9796 -1.5409 -0.6888
```

***

(8)
Density functional theory data (wB97M-V/def2-TZVPD) for C5H16N2O3PS as an isolated structure at a distorted geometry.

Results
ΔE to the lowest compared entry with this formula, charge and spin   177.6 kJ/mol
Spin multiplicity   1
Net charge   +1
E_HOMO   -0.4743 Eh
Orbital gap   0.3668 Ha
E_LUMO   -2.925 eV

XYZ file:
```
28
Properties=species:S:1:pos:R:3:mulliken_charge:R:1
C 0.0972 -1.6588 1.5255 -0.9537
C 0.6600 -0.5485 2.3883 -0.6538
C 0.4081 -1.6167 0.0618 -0.6989
C 0.1120 -0.1423 -2.0276 -0.7227
C 0.8241 1.2114 -2.0512 -0.5818
N 1.8634 -0.1282 1.7371 -0.5100
N 0.0252 -0.3002 -0.4968 0.0840
O -2.9396 1.9768 -1.7481 -0.4475
O 2.6816 0.0306 -0.8898 -0.5416
O -1.6917 1.3665 0.5365 -0.4562
P -3.2184 1.3491 -0.2334 0.2701
S 1.5399 0.8500 -0.4155 0.5276
H -0.9071 -1.6359 1.6922 0.4512
H 0.4778 -2.5485 1.8918 0.4764
H 0.9086 -0.8617 3.4050 0.3900
H 0.0708 0.3037 2.4841 0.2256
H 1.4871 -1.5195 -0.0373 0.5881
H 0.1067 -2.3771 -0.7073 0.5172
H -0.8675 -0.2049 -2.4106 0.4222
H 0.7959 -1.0034 -2.2592 0.4460
H 1.6419 1.3544 -2.9296 0.3551
H 0.3049 2.1168 -2.0246 0.4005
H -3.1349 0.0694 -0.6353 0.0086
H -3.7751 2.2833 -2.1050 0.3291
H 2.6744 -0.7970 1.7335 0.2355
H -0.7926 0.0734 -0.1130 0.2938
H 2.2065 0.6449 2.2044 0.2810
H -1.5592 1.7126 1.4242 0.2643
```

***

(9)
Density functional theory data (wB97M-V/def2-TZVPD) for a 2-piece molecular cluster, C5H16N2S overall at a distorted geometry.

Results
ΔE to the lowest compared entry with this formula, charge and spin   94.1 kJ/mol
Spin multiplicity   1
Net charge   0
E_HOMO   -0.2919 Eh
Orbital gap   0.3202 Ha
Structure (SMILES)   CCCS.NCCN
E_LUMO   0.770 eV

XYZ file:
```
24
Properties=species:S:1:pos:R:3:mulliken_charge:R:1
C -2.0835 -2.0894 1.5265 -1.0449
C -2.6258 -0.9837 0.6177 -0.5649
C -1.6315 0.0890 0.1865 -0.1514
S -1.1428 1.1243 1.6204 -0.3835
H -1.2661 -2.6442 0.9882 0.2577
H -2.8150 -2.9069 1.7178 0.3488
H -1.8637 -1.6667 2.5348 0.2871
H -3.0846 -1.4493 -0.2760 0.3215
H -3.4591 -0.5126 1.1499 0.3156
H -2.1032 0.8063 -0.5553 0.2984
H -0.6763 -0.3010 -0.3188 -0.0402
N 1.7855 1.4120 0.9078 -0.5827
C 2.1733 0.5066 -0.2602 -0.6408
C 1.5823 1.0310 -1.5240 -0.1879
N 1.8276 0.0622 -2.6468 -0.6022
H 2.4936 2.1322 1.0111 0.2401
H 0.3038 1.4547 1.3330 0.2627
H 1.8859 0.8865 1.7955 0.3319
H 3.2836 0.4936 -0.3447 0.3828
H 1.8325 -0.5555 -0.0943 0.2610
H 0.4795 1.1830 -1.3755 0.0733
H 2.1627 1.9485 -1.7811 0.3648
H 1.0449 -0.6049 -2.7109 0.2380
H 1.8963 0.5842 -3.5016 0.2147
```

***

(10)
Density functional theory data (wB97M-V/def2-TZVPD) for a 2-piece molecular cluster, C5H16N3 overall at a distorted geometry.

Results
ΔE to the lowest compared entry with this formula, charge and spin   267.0 kJ/mol
Spin multiplicity   1
Net charge   +1
E_HOMO   -0.5250 Eh
Orbital gap   0.4058 Ha
E_LUMO   -3.244 eV

XYZ file:
```
24
Properties=species:S:1:pos:R:3:mulliken_charge:R:1
C 1.0427 0.7582 1.5702 -0.4848
C 1.7431 1.1224 2.9342 -0.9002
H -0.0554 0.4853 1.7910 0.1422
H 1.0204 1.5131 0.9441 0.3006
H 1.5825 -0.2024 1.0610 0.1459
H 2.5612 0.3617 3.0670 0.2359
H 1.1094 1.2450 3.7633 0.3199
H 2.2478 2.1297 2.7641 0.2505
C -0.8445 -1.6308 -0.6586 -0.1284
C -1.8437 -2.1486 0.3231 -1.2409
C -0.2886 0.6273 -1.8350 0.5589
N -1.1303 -0.2104 -1.0526 -0.1386
N 0.8368 0.0060 -2.4693 -0.3300
N -0.6004 1.9863 -2.0634 -0.4466
H 0.3108 -1.4677 -0.1418 0.1480
H -0.9003 -2.2872 -1.6150 0.3244
H -2.6186 -2.7641 -0.2092 0.3443
H -2.2752 -1.4969 1.1157 0.3675
H -1.8083 0.2989 -0.5934 0.2211
H 1.1611 -0.8730 -2.1234 0.2317
H 1.3746 0.5166 -3.2554 0.2690
H -1.5610 2.2936 -2.0449 0.2419
H 0.1995 2.6976 -2.2208 0.2700
H -1.2637 -2.9606 0.9491 0.2978
```

***

(11)
Density functional theory data (wB97M-V/def2-TZVPD) for a 2-piece molecular cluster, C5H16N3 overall.

Results
ΔE to the lowest compared entry with this formula, charge and spin   218.8 kJ/mol
Spin multiplicity   1
Net charge   +1
E_HOMO   -0.4383 Eh
Orbital gap   0.3094 Ha
E_LUMO   -3.510 eV

XYZ file:
```
24
Properties=species:S:1:pos:R:3:mulliken_charge:R:1
C 1.3379 -2.1876 1.1719 -0.5235
C 0.2402 -1.9847 0.4384 0.7745
N -0.5143 -2.9613 -0.1179 -0.4178
N 1.9451 -1.0266 1.8411 -0.1929
H 1.8148 -3.1315 1.3765 0.3803
H -0.0854 -0.9627 0.2713 -0.4597
H -1.0129 -2.7243 -0.9610 0.2605
H -0.1165 -3.8882 -0.1168 0.2345
H 2.9287 -0.9026 1.5902 0.3874
H 1.8873 -1.0971 2.8591 0.4037
H 1.4336 -0.1739 1.5795 0.1936
C -0.7619 2.9534 0.5356 -1.4680
C -0.7393 1.5794 -0.1048 -0.0424
N -1.0218 1.6319 -1.5114 -0.3077
C -0.8458 0.3776 -2.2212 -0.8713
H -0.7362 2.8943 1.6212 0.3893
H -1.6720 3.4789 0.2619 0.3632
H 0.0782 3.5615 0.1995 0.3568
H -1.4807 0.9350 0.3766 0.3789
H 0.2577 1.1208 0.1157 0.0115
H -0.4895 2.3683 -1.9588 0.2583
H -1.0594 0.5342 -3.2726 0.3657
H 0.1694 -0.0421 -2.1346 0.3118
H -1.5572 -0.3526 -1.8396 0.2134
```

***

(12)
Density functional theory data (wB97M-V/def2-TZVPD) for a 2-piece molecular cluster, C5H16N3 overall at a distorted geometry.

Results
ΔE to the lowest compared entry with this formula, charge and spin   263.6 kJ/mol
Spin multiplicity   1
Net charge   +1
E_HOMO   -0.4341 Eh
Orbital gap   0.3007 Ha
E_LUMO   -3.630 eV

XYZ file:
```
24
Properties=species:S:1:pos:R:3:mulliken_charge:R:1
C -2.5784 -0.2997 -2.2814 -1.1207
C -1.9862 0.0435 -0.9006 -0.2791
N -1.3438 1.3524 -0.9399 -0.3862
C -0.9473 1.8154 0.4170 -0.5921
H -2.9800 -1.3460 -2.2807 0.3428
H -1.7780 -0.1990 -3.0679 0.2989
H -3.4139 0.4117 -2.5545 0.2949
H -1.2915 -0.7001 -0.5332 0.2533
H -2.8071 -0.0151 -0.1311 0.2889
H -2.0756 1.9953 -1.2951 0.2684
H -0.4895 2.8116 0.4186 0.3545
H -1.7214 1.7625 1.2045 0.3678
H -0.1060 1.1503 0.7472 -0.0405
C 2.4701 -0.1428 0.7518 -0.2617
C 2.0218 -1.4218 0.9362 -0.3166
N 1.4650 -1.8050 2.2549 -0.2460
N 3.0963 0.4309 -0.3611 -0.4864
H 2.2132 0.6198 1.4979 0.2977
H 2.2191 -2.2481 0.2618 0.3908
H 2.1817 -2.3047 2.7916 0.3544
H 1.2161 -0.9154 2.7022 0.3478
H 0.6457 -2.3958 2.0489 0.3622
H 3.0781 -0.0296 -1.2597 0.2394
H 2.9114 1.4296 -0.4273 0.2674
```